Entry 1:
{"formula": "C32H72BF4N4", "method": "ωB97M-V with the def2-TZVPD basis set", "species": ["C", "C", "C", "N", "C", "C", "C", "C", "C", "H", "H", "H", "H", "H", "H", "H", "H", "H", "H", "H", "H", "H", "H", "H", "H", "H", "H", "C", "C", "C", "N", "C", "C", "C", "C", "C", "H", "H", "H", "H", "H", "H", "H", "H", "H", "H", "H", "H", "H", "H", "H", "H", "H", "H", "C", "C", "C", "N", "C", "C", "C", "C", "C", "H", "H", "H", "H", "H", "H", "H", "H", "H", "H", "H", "H", "H", "H", "H", "H", "H", "H", "C", "C", "C", "N", "C", "C", "C", "C", "C", "H", "H", "H", "H", "H", "H", "H", "H", "H", "H", "H", "H", "H", "H", "H", "H", "H", "H", "B", "F", "F", "F", "F"], "coordinates": [[-3.894531, 2.534347, 1.990905], [-2.385319, 2.139123, 1.725295], [-1.546803, 2.770432, 2.974210], [-0.101684, 2.455429, 2.952712], [0.173716, 0.879689, 2.950603], [0.598671, 3.092589, 1.742169], [2.060945, 3.263520, 2.148455], [1.959058, 3.632504, 3.655454], [0.546359, 3.252379, 4.139345], [-4.427244, 2.412920, 1.047730], [-4.060148, 3.587097, 2.219769], [-4.344007, 2.104971, 2.886281], [-1.929113, 2.749634, 0.946030], [-2.321565, 1.053346, 1.653753], [-1.943041, 2.262279, 3.853341], [-1.835459, 3.820075, 3.029197], [-0.347517, 0.437842, 2.101379], [-0.001182, 0.454327, 3.938825], [1.177504, 0.599861, 2.630906], [0.542491, 2.423678, 0.883389], [0.232337, 4.094615, 1.518905], [2.614327, 2.327296, 2.221647], [2.504803, 4.095156, 1.601218], [2.692712, 2.989075, 4.141106], [2.362865, 4.643842, 3.702661], [0.620377, 2.649638, 5.044515], [0.129653, 4.237283, 4.350082], [-1.642457, -1.406512, -2.441123], [-1.476436, 0.070857, -2.541076], [-0.631645, 0.435470, -3.816790], [0.037264, 1.833105, -3.751520], [0.790787, 2.012799, -5.134207], [1.085199, 2.087197, -2.676698], [0.344439, 2.844012, -1.561965], [-0.829775, 3.540579, -2.235052], [-0.920569, 3.030566, -3.682255], [-1.982843, -1.895954, -3.353648], [-2.214724, -1.758287, -1.582721], [-0.644034, -1.795917, -2.242126], [-0.828325, 0.372687, -1.718307], [-2.406696, 0.637371, -2.498754], [-1.071924, 0.438457, -4.813910], [0.115424, -0.357290, -3.777747], [1.537601, 1.221954, -5.063959], [1.335770, 2.949180, -5.253725], [0.183707, 1.812345, -6.017031], [1.852519, 2.763820, -3.052862], [1.540903, 1.180807, -2.278075], [0.848462, 3.646358, -1.023172], [0.109009, 2.148485, -0.756403], [-0.743743, 4.626790, -2.264419], [-1.704650, 3.273588, -1.642257], [-0.474445, 3.873057, -4.210732], [-1.909390, 2.782732, -4.068126], [1.158631, -3.923932, 1.330460], [1.552809, -2.650662, 0.447216], [2.842130, -3.025880, -0.421603], [3.502602, -1.837089, -1.149623], [2.485250, -1.239145, -2.185266], [4.843062, -2.206616, -1.927356], [5.564293, -0.844983, -2.180736], [5.160958, -0.029525, -0.916536], [3.964056, -0.680073, -0.240560], [2.077309, -4.305096, 1.776380], [0.923927, -4.793788, 0.716970], [0.360243, -3.799764, 2.062072], [1.743844, -1.788263, 1.085856], [0.762322, -2.361204, -0.245203], [2.669981, -3.811450, -1.157365], [3.698033, -3.329453, 0.181208], [1.624742, -0.789003, -1.690292], [2.214612, -2.081246, -2.822228], [2.997545, -0.467029, -2.759275], [4.621044, -2.730625, -2.856992], [5.362945, -2.870509, -1.236644], [5.280823, -0.446482, -3.154867], [6.648227, -0.958768, -2.196145], [4.945283, 1.000784, -1.199466], [5.961675, -0.025759, -0.176983], [3.097108, -0.032521, -0.109473], [4.190907, -1.271240, 0.646656], [-2.645468, -5.795185, 1.458222], [-2.075380, -4.398904, 1.156336], [-2.929303, -3.262513, 1.861743], [-2.565377, -1.751864, 1.421788], [-1.185302, -1.417713, 2.145310], [-2.467449, -1.524811, -0.110530], [-2.777794, -0.137160, -0.270828], [-3.938372, 0.192455, 0.737495], [-3.725941, -0.830752, 1.861854], [-2.023428, -6.639205, 1.160260], [-3.471230, -6.056031, 0.796280], [-2.947957, -6.076186, 2.466999], [-1.984674, -4.317278, 0.073188], [-1.064344, -4.422800, 1.562933], [-2.815634, -3.258910, 2.945790], [-3.978553, -3.445144, 1.629717], [-1.051634, -0.403218, 1.769771], [-0.305091, -1.933850, 1.761983], [-1.234253, -1.536454, 3.227720], [-1.476297, -1.789382, -0.478917], [-3.264362, -2.100467, -0.581311], [-1.912639, 0.525859, -0.266647], [-3.331265, -0.018232, -1.202288], [-3.865353, 1.258463, 0.952922], [-4.886200, -0.012801, 0.239908], [-3.480713, -0.319125, 2.792556], [-4.708148, -1.302489, 1.833259], [0.509122, 0.125851, 0.188754], [1.308544, 0.453001, -0.919839], [-0.443465, 1.112150, 0.327181], [-0.134317, -1.048565, -0.000411], [1.240279, 0.099378, 1.247377]], "forces_ev_per_angstrom": [[1.031, 2.433, 0.222], [0.417, 2.919, 3.494], [-2.364, -2.688, -0.909], [1.145, 1.061, 0.116], [-0.042, 2.691, 1.896], [1.418, -0.711, -0.133], [-0.973, -0.094, 1.493], [1.396, -0.970, -0.673], [1.791, 0.322, -0.367], [-0.776, 0.807, 0.875], [0.701, 0.439, -0.095], [-0.059, -0.899, -0.471], [-0.641, -0.745, -0.853], [0.744, 1.049, 0.154], [0.056, 0.257, 0.319], [0.870, 0.072, -0.001], [0.197, 2.350, 2.641], [-0.694, 0.341, -0.033], [-0.259, 1.844, 2.469], [-0.212, 1.106, 0.934], [-0.674, -0.199, 0.246], [0.131, 0.100, -1.303], [0.335, -0.588, -0.214], [0.006, 0.302, 0.336], [-0.932, 0.199, 0.922], [-0.498, -0.068, -0.225], [-1.310, -0.580, -0.244], [0.342, -1.121, -1.746], [0.855, 1.706, -1.926], [0.073, 0.434, 1.263], [0.962, 1.104, -2.594], [0.475, -1.575, 0.928], [0.015, 1.298, 0.315], [0.331, 0.242, 0.012], [-1.369, -0.753, 0.421], [0.503, 0.161, 1.190], [-0.149, 0.190, -0.154], [0.234, 0.231, -3.823], [0.213, -0.390, -0.192], [-0.421, 0.278, -0.384], [0.340, 0.010, -0.341], [-0.581, -0.294, 0.382], [0.699, 0.507, -0.509], [0.121, 0.001, -0.367], [-0.503, 0.152, 0.540], [-0.433, 0.134, 0.424], [-0.114, -0.218, -0.601], [-0.301, 0.956, -1.677], [1.057, -0.166, -0.501], [-0.473, 1.187, -1.676], [0.011, -0.144, 0.192], [-0.399, 0.274, -0.209], [-0.082, -0.626, -0.807], [0.198, -0.076, 0.032], [1.584, 0.243, -1.194], [1.425, -2.577, -0.677], [0.564, 1.238, 0.864], [-0.851, 1.291, -2.471], [1.225, -1.893, 0.058], [-0.657, 0.578, 0.367], [-0.573, -1.198, 1.239], [0.157, 0.385, -0.321], [-0.775, -1.704, -0.439], [-0.029, 0.388, 0.720], [-0.518, 0.252, -0.395], [0.715, 0.318, -0.026], [0.375, -0.596, -0.106], [1.099, -1.387, 0.274], [-0.227, 0.170, -0.039], [-0.337, -0.471, 0.463], [0.978, -1.628, -0.812], [0.054, 0.123, -0.201], [0.095, -0.121, 0.007], [-0.277, -0.112, 0.247], [0.191, 0.108, -0.100], [-0.201, 0.280, 0.290], [-0.115, -0.252, -0.083], [0.032, 0.025, 0.200], [0.167, 0.166, -0.290], [0.617, -0.200, 0.311], [0.310, 0.792, 0.462], [-0.823, -1.052, -0.778], [-0.059, -0.021, 1.515], [0.753, 0.101, -1.605], [0.134, -2.558, 1.612], [-2.161, 0.051, -1.468], [-0.326, -2.547, 3.592], [-2.893, 2.589, -0.579], [1.403, -1.232, -1.652], [0.104, 1.131, -0.553], [0.961, 0.453, 0.070], [-0.609, 0.575, 0.181], [0.040, 0.715, 0.188], [-0.227, 0.427, 0.002], [-0.541, 0.335, -0.211], [0.079, -0.123, -0.103], [-0.012, 0.358, -0.096], [-1.260, -1.726, 0.726], [-0.996, -0.609, 0.186], [-0.578, 0.276, -0.160], [-1.536, -0.780, 1.836], [-0.193, -0.606, 0.723], [-1.433, -0.440, 0.255], [0.477, 0.067, 0.111], [-0.602, -2.940, -0.592], [-0.029, 0.027, 0.039], [-0.105, -0.572, 0.282], [0.635, -0.945, 0.996], [-0.681, 0.624, -2.911], [-0.821, 0.554, 2.749], [-0.725, -0.413, 0.324], [-0.051, 1.487, -1.346], [4.638, -1.679, -0.471]], "lowdin_charge": [-0.08, -0.15, -0.10, -0.16, 0.07, -0.10, -0.13, -0.14, -0.05, 0.09, 0.10, 0.11, 0.11, 0.06, 0.14, 0.14, 0.02, 0.13, 0.10, 0.08, 0.16, 0.11, 0.13, 0.11, 0.13, 0.14, 0.14, -0.07, -0.20, -0.04, -0.20, 0.04, -0.07, -0.14, -0.12, -0.06, 0.12, 0.01, 0.09, 0.08, 0.12, 0.14, 0.12, 0.10, 0.11, 0.11, 0.14, 0.09, 0.13, 0.05, 0.13, 0.11, 0.13, 0.15, -0.06, -0.14, -0.06, -0.22, 0.04, -0.04, -0.12, -0.13, -0.08, 0.08, 0.09, 0.05, 0.10, 0.09, 0.14, 0.12, 0.04, 0.11, 0.10, 0.13, 0.13, 0.11, 0.13, 0.12, 0.13, 0.10, 0.14, -0.09, -0.20, -0.04, -0.12, 0.06, -0.20, -0.18, -0.14, -0.05, 0.08, 0.08, 0.09, 0.11, 0.04, 0.13, 0.13, 0.03, 0.08, 0.13, 0.10, 0.17, 0.09, 0.13, 0.00, 0.14, 0.14, 0.14, -1.48, 0.04, 0.03, 0.06, 0.19], "relative_energy_kcal_mol": 0.0, "total_energy_ev": -51826.7975, "total_charge": 3, "orbital_gap_ev": 11.83, "molar_mass_g_mol": 599.76}



Entry 2:
{"formula": "C2H4S3", "method": "ωB97M-V with the def2-TZVPD basis set", "species": ["C", "C", "S", "S", "S", "H", "H", "H", "H"], "coordinates": [[1.154819, -0.028847, -0.196038], [-1.570437, 0.268231, -0.297528], [0.613016, -1.048581, 2.008671], [2.739689, 0.178792, -0.434117], [-0.070737, -0.241452, -1.205997], [-2.391038, 0.563791, -1.029074], [-1.463057, 1.134215, 0.298324], [-2.209075, -0.569067, 0.161248], [3.196821, -0.257082, 0.694510]], "forces_ev_per_angstrom": [[-1.388, -2.068, 5.069], [-3.177, -1.957, -1.152], [0.758, 1.505, -2.561], [1.070, 0.476, -2.410], [-1.591, 0.999, -1.517], [1.576, -0.050, -0.090], [0.658, 0.448, 0.973], [1.899, 0.907, 0.106], [0.196, -0.260, 1.582]], "nbo_charge": [-0.51, -0.76, -0.45, 0.29, 0.51, 0.24, 0.25, 0.26, 0.16], "relative_energy_kcal_mol": 100.3, "total_energy_ev": -34639.8755, "orbital_gap_ev": [6.63, 6.63], "molar_mass_g_mol": 124.26}



Entry 3:
{"formula": "C3H10NS2", "method": "ωB97M-V with the def2-TZVPD basis set", "species": ["C", "C", "C", "N", "S", "S", "H", "H", "H", "H", "H", "H", "H", "H", "H", "H"], "coordinates": [[2.527510, 0.297686, -0.099175], [1.045821, 0.578834, 0.074172], [0.521386, 1.459609, -0.998991], [0.372904, 0.004092, 0.965350], [-0.214604, 0.129797, -2.209399], [-3.000328, -0.742593, 0.516486], [3.053622, 1.126604, 0.080132], [2.881444, -0.390087, 0.642012], [2.668409, -0.041408, -1.155507], [-0.279319, 2.102958, -0.840626], [1.281135, 2.075063, -1.412028], [-0.695641, 0.180992, 1.061135], [0.825642, -0.660675, 1.711891], [-4.187469, -0.328100, 0.254029], [-1.560765, 0.598496, -2.171744], [-3.127848, -1.405530, 1.616057]], "forces_ev_per_angstrom": [[-2.857, -3.041, -0.805], [2.403, 0.843, -1.714], [-0.707, -2.241, -0.819], [-2.354, -1.566, 3.570], [-0.837, 1.556, 0.335], [2.566, 0.222, -1.410], [1.973, 3.652, 0.250], [0.133, -0.890, 0.071], [0.127, 0.138, 0.940], [-1.563, 0.844, 1.057], [0.864, 0.002, -0.714], [2.088, -0.459, -0.227], [-1.126, 1.697, -2.103], [-1.676, 0.362, 0.264], [1.798, -0.509, 0.093], [-0.832, -0.610, 1.213]], "nbo_charge": [-0.66, 0.48, -0.55, -0.65, -0.01, -0.31, 0.25, 0.24, 0.27, 0.26, 0.26, 0.46, 0.45, 0.17, 0.18, 0.16], "relative_energy_kcal_mol": 35.1, "total_energy_ev": -26426.0254, "total_charge": 1, "orbital_gap_ev": 9.20, "molar_mass_g_mol": 124.25}



Entry 4:
{"formula": "C3H5N3O", "method": "ωB97M-V with the def2-TZVPD basis set", "species": ["C", "C", "C", "N", "N", "N", "O", "H", "H", "H", "H", "H"], "coordinates": [[1.884593, 0.372100, -0.537147], [0.534632, -1.365649, 0.734893], [-1.314714, 0.934452, 0.693832], [-2.132790, 1.198289, -1.524971], [1.367529, -0.188568, 0.377436], [-1.633234, 1.145779, -0.423410], [2.431588, 1.056642, -1.298804], [-0.582859, -1.341021, 0.311196], [1.128876, -2.235743, 0.427158], [0.443009, -1.359148, 1.949595], [-0.697742, 0.875018, 1.542949], [-1.428889, 0.907853, -2.252732]], "forces_ev_per_angstrom": [[-0.251, 0.031, 0.479], [-0.843, 0.671, 1.778], [-0.669, 0.477, -2.118], [-0.219, 0.368, -3.228], [-1.363, -1.264, 0.738], [1.390, -1.255, 3.944], [0.432, 0.339, -0.835], [2.777, -0.021, 0.704], [-0.679, -0.020, 0.171], [0.209, -0.131, -3.074], [0.091, 0.466, 0.533], [-0.874, 0.339, 0.906]], "nbo_charge": [0.85, -0.43, -0.06, -0.55, -0.57, 0.02, -0.52, 0.23, 0.22, 0.21, 0.25, 0.35], "relative_energy_kcal_mol": 114.1, "total_energy_ev": -9705.6374, "orbital_gap_ev": 9.13, "molar_mass_g_mol": 99.09}